(1)
Entry from OMol25: a cluster of 2 separate species, C3H5BrN3O2 in total in a non-equilibrium geometry (ωB97M-V with the def2-TZVPD basis set).

```
14
Properties=species:S:1:pos:R:3
C -1.500 1.115 -0.236
C 0.420 0.699 1.094
C -0.836 -0.335 -0.608
N -0.617 1.526 0.772
N 0.243 -0.505 0.334
N 1.087 -1.526 0.172
O -2.260 1.785 -0.809
O 1.361 0.766 1.843
Br 2.043 -0.519 -2.422
H -1.666 -1.078 -0.635
H -0.353 -0.274 -1.659
H -0.548 2.413 1.427
H 0.764 -2.468 -0.122
H 1.863 -1.598 0.850
```

## Properties
LUMO energy (alpha / beta)	-3.479 / -7.962	eV
ΔE to the lowest compared entry with this formula, charge and spin	0.00	kcal/mol
total energy	-3005.7120	hartree
multiplicity	3
frontier orbital gap (alpha / beta)	11.388 / 7.064	eV
<S²>	2.007
total charge	+1


(2)
Entry from OMol25: the molecule C3H3F2I in a non-equilibrium geometry (ωB97M-V with the def2-TZVPD basis set).

```
9
Properties=species:S:1:pos:R:3
F -0.765 -0.710 2.626
C -0.621 -0.205 1.387
C 0.289 -0.585 0.501
C 0.469 0.374 -1.072
F 0.264 1.670 -0.819
I -0.822 -0.224 -2.632
H -1.235 0.605 1.082
H 0.979 -1.409 0.347
H 1.444 0.485 -1.420
```

## Properties
LUMO energy	0.323	eV
ΔE to the lowest compared entry with this formula, charge and spin	44.68	kcal/mol
total energy	-613.4389	hartree
structure (SMILES)	F/C=C/[C@H](F)I
frontier orbital gap	10.035	eV